[1]
64
Properties=species:S:1:pos:R:3:forces:R:3 method="wB97M-V/def2-TZVPD" charge=+1 spin_multiplicity=3 s2=2.00 orbital_gap_ha="0.2505 / 0.2261" e_above_lowest_kcal_mol=22.3
Ni 0.647 1.038 -1.507 0.00 0.09 0.17
C -0.461 3.891 -5.598 -0.01 0.00 -0.04
O -0.176 3.897 -4.189 0.00 -0.01 0.04
C 0.123 2.794 -3.552 -0.04 0.08 0.00
O 0.332 2.840 -2.339 0.02 -0.07 0.04
N 0.185 1.628 -4.247 0.01 -0.07 -0.06
N 0.573 0.482 -3.537 -0.02 0.05 0.04
H -0.702 4.919 -5.844 0.00 -0.02 0.00
H -1.321 3.256 -5.812 0.01 0.01 0.00
H 0.418 3.582 -6.165 -0.01 0.00 0.00
H 0.066 1.577 -5.246 0.01 0.01 0.02
H 1.479 0.152 -3.856 0.00 -0.02 0.02
H -0.118 -0.261 -3.615 -0.04 0.04 -0.02
O 2.624 1.186 -1.463 -0.03 0.06 0.05
C 3.312 1.872 -0.681 0.04 0.02 -0.10
C 4.789 1.702 -0.628 -0.02 -0.05 0.05
C 4.951 0.526 0.380 0.02 0.03 0.00
C 4.169 0.632 1.706 -0.01 -0.04 0.02
C 2.636 0.486 1.612 -0.02 0.05 -0.02
C 1.910 1.789 1.245 -0.12 -0.01 0.00
N 2.754 2.586 0.320 -0.02 -0.03 -0.01
H 5.275 2.600 -0.246 -0.01 0.01 0.00
H 5.208 1.442 -1.596 -0.01 0.00 -0.01
H 6.014 0.435 0.605 0.00 0.00 -0.02
H 4.651 -0.394 -0.127 0.00 -0.01 0.00
H 4.435 1.557 2.229 0.01 0.01 0.01
H 4.537 -0.175 2.340 0.00 0.01 0.00
H 2.231 0.128 2.557 0.00 0.00 0.01
H 2.403 -0.294 0.881 -0.02 -0.01 -0.02
H 1.743 2.415 2.120 0.01 0.00 0.00
H 0.911 1.596 0.838 0.11 0.02 0.04
H 3.436 3.128 0.829 0.02 0.00 -0.02
C -5.352 1.043 2.205 0.00 -0.01 -0.02
C -4.572 -0.032 1.496 0.00 0.02 -0.01
C -4.840 -0.313 0.161 0.00 0.00 -0.01
C -4.134 -1.298 -0.514 0.01 0.01 0.04
C -3.163 -2.025 0.150 -0.03 0.01 0.00
C -2.881 -1.744 1.484 0.04 -0.06 0.05
N -1.898 -2.502 2.169 0.00 0.11 -0.02
C -0.770 -3.036 1.571 -0.02 0.03 0.00
C -0.339 -4.317 1.924 0.04 -0.02 0.01
C 0.781 -4.881 1.343 -0.02 0.00 0.01
C 1.487 -4.197 0.361 -0.01 0.03 -0.01
C 1.066 -2.929 0.000 0.01 -0.05 0.01
C -0.027 -2.324 0.614 -0.06 0.05 -0.03
C -0.275 -0.877 0.331 -0.22 0.11 0.11
O -0.512 -0.071 1.212 0.09 0.02 -0.08
O -0.150 -0.527 -0.938 0.25 -0.34 -0.16
C -3.567 -0.737 2.166 0.04 -0.01 0.03
C -3.209 -0.414 3.590 -0.02 -0.02 -0.04
H -6.159 1.413 1.576 -0.01 0.01 0.00
H -4.714 1.890 2.464 0.01 0.01 0.01
H -5.788 0.674 3.134 -0.01 -0.01 0.01
H -5.618 0.240 -0.350 -0.01 0.00 -0.01
H -4.364 -1.522 -1.547 0.00 0.00 -0.01
H -2.630 -2.822 -0.350 0.00 -0.01 -0.02
H -2.194 -2.946 3.022 -0.02 -0.05 -0.04
H -0.911 -4.878 2.654 -0.01 0.00 0.01
H 1.090 -5.874 1.641 0.00 -0.01 0.01
H 2.348 -4.646 -0.112 0.01 -0.01 -0.01
H 1.607 -2.371 -0.754 -0.01 0.00 -0.01
H -2.174 -0.688 3.787 0.01 0.02 0.02
H -3.848 -0.947 4.301 0.00 -0.01 0.01
H -3.324 0.649 3.794 0.00 0.00 0.00

---

[2]
70
Properties=species:S:1:pos:R:3:forces:R:3 method="wB97M-V/def2-TZVPD" charge=+1 spin_multiplicity=2 s2=0.75 orbital_gap_ha="0.2842 / 0.2931" e_above_lowest_kcal_mol=52.1
Ti 1.236 -1.574 0.116 -0.77 -0.20 -0.50
C 1.162 0.397 2.235 2.63 0.02 -0.86
C 2.176 1.056 1.243 -0.63 -0.76 -0.58
N 1.872 0.515 -0.115 1.41 0.69 -0.69
C 3.184 0.470 -0.944 -0.84 1.78 1.08
C 4.047 -0.728 -0.632 -0.05 -1.07 0.50
N 3.313 -1.794 0.172 1.45 -0.13 -0.52
C 3.772 -1.874 1.569 0.59 -0.35 0.78
C 2.693 -1.586 2.650 0.35 -1.31 0.05
N 1.414 -1.085 2.130 -1.50 0.48 1.18
H 1.437 0.767 3.207 -0.40 0.04 0.72
H 0.139 0.587 1.965 -0.40 0.20 -0.04
H 2.095 2.128 1.118 0.12 0.33 0.85
H 3.232 0.766 1.463 -0.89 0.37 0.22
H 1.162 1.153 -0.564 0.88 -0.99 0.29
H 2.904 0.420 -1.963 -0.46 0.07 -0.88
H 3.807 1.394 -0.840 -0.76 -0.43 0.24
H 4.291 -1.102 -1.631 0.33 -0.46 0.50
H 4.963 -0.504 -0.064 -0.31 0.13 -0.48
H 3.438 -2.730 -0.326 -0.11 1.18 0.62
H 4.150 -2.875 1.806 0.03 0.13 -0.41
H 4.617 -1.187 1.787 -0.43 -0.34 -0.55
H 2.539 -2.530 3.226 -0.22 0.86 -0.43
H 3.191 -0.892 3.287 -0.24 0.72 0.96
H 0.595 -1.535 2.602 0.91 0.07 -0.38
O -0.448 -1.170 -0.946 1.71 -0.35 -1.38
S 0.331 -1.470 -2.253 -1.48 3.02 -2.84
O 0.074 -0.503 -3.366 0.61 -2.64 3.30
O 1.799 -1.574 -1.890 -2.23 -0.28 -0.18
C -0.169 -3.077 -2.763 0.79 -0.76 -0.77
C -1.011 -3.065 -3.860 -0.20 1.17 -1.37
C -0.990 -4.063 -4.829 -0.14 -0.41 1.16
C -0.304 -5.238 -4.555 0.32 -0.81 -0.37
C 0.376 -5.370 -3.370 1.74 0.31 2.48
C 0.546 -4.253 -2.498 -0.45 -0.06 -0.16
S 1.555 -4.465 -1.010 -0.46 -1.05 0.43
O 2.954 -4.133 -1.290 -1.33 -0.20 0.44
O 1.220 -5.802 -0.591 0.66 0.65 -0.17
O 0.939 -3.495 0.069 0.75 -0.91 -1.26
H -1.515 -2.115 -4.087 0.17 -0.57 0.05
H -1.516 -3.936 -5.746 -0.38 0.09 -0.45
H -0.217 -6.107 -5.225 -0.43 0.73 0.05
H 0.927 -6.289 -3.032 -0.81 0.85 -0.73
S -4.853 4.842 0.067 -1.76 -1.61 -1.49
C -3.619 3.644 -0.360 1.91 0.44 -0.95
C -2.799 3.811 -1.523 0.13 -0.89 0.94
C -1.741 2.905 -1.728 -1.51 1.24 -0.06
N -1.518 1.824 -1.013 0.16 -0.58 0.66
C -2.320 1.622 0.011 -1.37 0.22 1.31
C -3.327 2.556 0.449 0.63 -1.29 -0.50
C -4.073 6.057 0.937 2.02 1.33 1.43
C -2.746 6.500 0.750 -0.99 -0.73 -0.29
C -2.164 7.349 1.667 -0.64 -0.28 1.05
N -2.757 7.719 2.820 -1.43 0.12 -0.80
C -4.075 7.401 2.914 0.59 0.35 -0.35
C -4.769 6.608 1.999 0.69 0.39 0.70
H -2.941 4.611 -2.241 -0.13 0.02 0.24
H -1.088 3.029 -2.544 0.67 0.37 -1.00
H -2.221 0.642 0.523 0.03 0.78 -0.12
H -3.884 2.354 1.368 0.15 0.10 -0.38
H -2.207 6.070 -0.079 0.33 0.28 -0.13
H -1.167 7.709 1.522 0.51 0.04 -0.03
H -4.667 7.809 3.740 0.63 -0.17 0.01
H -5.780 6.343 2.239 -0.38 -0.12 -0.15
C -1.279 -3.882 3.091 0.58 -0.32 -0.72
O -1.239 -3.060 1.892 0.99 -1.72 -1.47
H -0.291 -3.848 3.608 -0.77 0.28 0.03
H -1.398 -4.948 2.818 -0.30 0.56 0.20
H -2.125 -3.523 3.688 0.48 -0.22 0.06
H -0.929 -3.672 1.126 -0.73 1.64 1.93

---

[3]
66
Properties=species:S:1:pos:R:3:forces:R:3 method="wB97M-V/def2-TZVPD" orbital_gap_ha=0.2545 e_above_lowest_kcal_mol=56.9
Rb 0.584 0.894 -1.896 -0.03 0.05 0.58
C -2.420 -2.747 0.101 1.65 0.17 -0.88
C -1.221 -1.758 0.250 -1.39 -0.16 0.84
N -1.339 -0.498 0.419 -0.30 -0.49 -0.84
C -2.587 0.252 0.197 -0.31 -0.26 0.60
C -2.351 1.690 0.660 -0.63 2.24 0.99
N -1.003 2.160 0.504 1.83 -0.29 -0.42
C -0.744 3.512 1.002 0.33 0.49 0.44
C 0.842 3.791 1.109 -2.41 0.74 -1.04
N 1.567 2.630 0.723 1.31 0.05 -0.20
C 2.925 2.955 0.284 0.91 -1.29 0.35
C 3.768 1.616 0.182 0.72 2.08 -0.73
N 2.938 0.537 -0.158 0.48 -3.68 1.54
C 3.418 -0.682 -0.147 -2.21 1.15 -1.52
C 4.743 -1.176 -0.609 1.71 0.79 0.36
C 2.400 -1.791 0.005 1.21 -1.26 -1.25
C 2.777 -3.159 -0.120 -0.19 -0.29 0.27
C 1.770 -4.109 0.009 -0.55 0.59 -0.54
C 0.414 -3.664 0.063 0.53 -2.81 1.69
C 0.163 -2.328 0.230 -0.16 0.20 -1.22
N 1.158 -1.461 0.110 -0.99 1.54 0.93
H -3.240 -2.309 0.646 -0.46 -0.14 -0.03
H -2.202 -3.796 0.458 -0.30 1.36 -0.35
H -2.594 -2.751 -1.005 -0.28 -0.17 0.84
H -3.501 -0.172 0.702 0.86 0.29 -0.19
H -2.856 0.273 -0.869 0.49 -0.31 0.07
H -2.618 1.932 1.717 -0.35 -0.94 -0.09
H -2.949 2.473 0.132 -0.12 -1.02 -0.11
H -0.323 1.503 0.950 -1.07 0.64 -0.71
H -1.116 3.600 2.041 -0.24 0.10 -0.18
H -1.265 4.346 0.413 0.65 -1.38 0.50
H 1.047 4.103 2.126 0.19 0.35 0.28
H 1.042 4.646 0.413 0.22 -0.79 0.59
H 1.573 1.929 1.461 0.18 0.13 -0.18
H 3.492 3.642 0.988 -0.63 -0.41 -0.87
H 2.839 3.372 -0.725 0.17 0.36 0.27
H 4.246 1.438 1.140 -0.05 -0.12 0.35
H 4.610 1.726 -0.523 -0.11 0.38 0.03
H 5.292 -0.348 -1.118 -0.14 -0.56 0.70
H 4.625 -1.950 -1.390 -0.08 0.32 0.61
H 5.337 -1.587 0.254 -0.29 0.32 -0.98
H 3.794 -3.505 -0.355 -0.55 0.34 0.49
H 2.029 -5.178 0.006 -0.32 0.58 -0.14
H -0.367 -4.462 0.233 0.93 1.20 -0.55
C -4.183 -0.167 -3.982 -1.40 -0.38 -1.60
N -2.900 -0.189 -4.656 0.15 -1.25 2.55
C -2.826 0.320 -5.889 0.89 1.88 -1.37
C -1.701 0.969 -6.313 -1.84 -0.67 0.02
C -0.553 0.982 -5.438 1.34 -0.32 -0.64
O 0.481 1.527 -5.895 -0.82 -0.55 1.68
N -0.603 0.257 -4.230 -0.05 0.62 -1.02
C -1.722 -0.341 -3.805 -0.10 -0.37 -0.93
O -1.792 -1.068 -2.776 -0.25 1.25 -0.90
H -5.019 -0.441 -4.713 1.13 0.17 0.88
H -4.434 0.829 -3.633 0.09 0.37 0.17
H -4.211 -0.841 -3.155 0.16 -0.50 0.41
H -3.752 0.276 -6.477 0.40 0.05 0.23
H -1.657 1.492 -7.267 0.10 -0.40 0.24
S -1.369 -1.131 6.424 0.41 -0.40 0.70
C 0.252 -1.674 6.214 0.15 0.84 0.37
C 1.016 -1.282 7.291 -1.24 -0.49 -0.64
N 0.316 -0.750 8.352 -0.83 0.36 -0.82
C -0.950 -0.602 8.018 0.44 -0.12 0.53
H 0.546 -2.163 5.298 0.14 0.16 0.04
H 2.084 -1.352 7.296 0.33 -0.22 0.36
H -1.721 -0.240 8.720 0.59 -0.13 -0.57